1.
Molecular formula: C3H3CuO3
Method: DFT, ωB97M-V with the def2-TZVPD basis set

```
10
Properties=species:S:1:pos:R:3:forces:R:3
O -1.364 -1.302 -0.627 0.3 0.6 0.8
O 1.422 0.671 -1.487 0.5 1.8 -1.6
C 1.048 0.212 -0.429 -1.3 -1.5 1.4
O 1.416 -0.811 0.259 0.5 0.4 -0.4
C 0.144 0.015 0.710 0.7 0.1 -0.2
H 0.360 0.539 1.646 0.0 -0.1 -0.2
C -1.176 -0.702 0.549 -0.1 0.3 -1.0
H -1.785 0.258 0.746 -0.3 -0.5 0.1
H -1.283 -1.345 1.461 -0.1 0.3 -0.1
Cu 1.217 2.465 -2.826 -0.1 -1.5 1.2
```
Positions in Å, forces in eV/Å.

## Properties
- Calculated total energy: -53935.5651 eV
- Total charge: 0
- Kohn-Sham gap (alpha / beta): 2.923 / 2.923 eV
- Energy relative to the best compared isomer or geometry (same formula, charge and spin): 46.2 kcal/mol
- Spin multiplicity: 1
- LUMO energy (alpha / beta): -3.4 / -3.4 eV

Atom charges from the natural (NBO) analysis, given in e for atoms 1 to 6: number 1, O, carries -0.88; number 2, O, carries -0.77; number 3, C, carries 0.80; number 4, O, carries -0.44; number 5, C, carries -0.01; number 6, H, carries 0.20


2.
Molecular formula: C10H13ClO3PtS
Method: DFT, ωB97M-V with the def2-TZVPD basis set

```
29
Properties=species:S:1:pos:R:3:forces:R:3
Cl -3.563 0.496 -1.540 -0.1 0.1 0.0
C 0.763 -2.673 -1.418 0.8 1.1 -0.2
C 1.868 -1.840 -0.912 -0.6 -1.4 -0.8
C 1.690 -0.529 -1.403 1.4 0.1 0.9
H 2.721 -2.242 -0.371 -0.2 0.2 -0.1
C 0.473 -0.429 -2.104 -2.6 -1.3 -0.8
C -0.166 -1.742 -2.084 0.0 0.6 -0.5
H -1.113 -2.002 -2.626 1.3 0.2 0.5
H 0.676 -3.771 -1.361 0.2 0.7 -0.1
H 2.391 0.312 -1.271 -0.3 -0.6 -0.1
C -0.124 0.775 -2.750 -0.1 0.1 0.3
Pt -0.480 -1.766 0.168 0.9 0.2 -0.9
C 0.289 -2.449 1.746 2.0 -2.2 5.5
C -2.252 -1.366 0.566 -5.8 1.3 1.6
O 0.623 -2.873 2.776 -1.2 1.5 -3.6
O -3.322 -1.180 0.996 3.9 -0.8 -1.5
H 0.227 1.694 -2.251 -0.1 -0.3 -0.4
H -1.234 0.734 -2.692 0.8 0.0 -0.3
H 0.201 0.793 -3.806 -0.2 0.2 0.3
C 0.427 2.169 3.356 0.8 -0.2 0.7
S 0.397 1.053 1.902 0.5 2.2 -0.2
C -0.724 2.001 0.883 -0.6 -0.5 -0.5
O 1.677 1.167 1.116 -0.2 -0.5 0.9
H -0.571 2.342 3.747 -0.4 -0.3 -0.4
H 0.866 3.135 3.068 0.0 -0.4 -0.3
H 1.005 1.727 4.173 0.1 -0.1 -0.3
H -0.256 2.985 0.713 -0.3 -0.4 0.3
H -0.821 1.451 -0.066 -0.2 0.2 0.3
H -1.668 2.025 1.443 0.1 0.2 -0.4
```
Positions in Å, forces in eV/Å.

## Properties
- Calculated total energy: -43304.2287 eV
- Total charge: +2
- Kohn-Sham gap (alpha / beta): 6.899 / 5.553 eV
- Energy relative to the best compared isomer or geometry (same formula, charge and spin): 7.3 kcal/mol
- Spin multiplicity: 5
- LUMO energy (alpha / beta): -7.6 / -11.6 eV
- <S²>: 6.02

Atom charges from the natural (NBO) analysis, given in e for atoms 1 to 6: number 1, Cl, carries 0.01; number 2, C, carries -0.21; number 3, C, carries -0.26; number 4, C, carries -0.06; number 5, H, carries 0.28; number 6, C, carries 0.05


3.
Molecular formula: C45H45Cl15N8
Method: DFT, ωB97M-V with the def2-TZVPD basis set

```
113
Properties=species:S:1:pos:R:3:forces:R:3
N -17.896 22.225 -4.324 -0.8 -0.8 0.2
C -18.736 22.455 -5.343 -0.6 -1.5 -0.3
C -19.746 21.529 -5.725 0.7 1.2 -0.2
C -19.912 20.390 -5.004 -0.4 -0.9 0.0
C -19.071 20.110 -3.964 0.7 0.9 0.8
C -18.093 21.065 -3.643 -0.4 -0.2 -0.7
H -18.608 23.329 -5.964 0.2 0.3 0.2
H -20.380 21.627 -6.595 0.1 0.7 -0.1
H -20.681 19.675 -5.254 -0.1 0.0 -0.2
H -19.230 19.213 -3.385 0.3 0.0 0.2
H -17.442 20.820 -2.817 0.3 0.4 0.1
N -11.456 18.468 -0.885 -0.3 0.2 -1.1
C -11.828 18.075 -2.152 0.9 1.4 2.2
C -12.285 19.001 -3.065 -1.4 0.5 -0.2
C -12.422 20.333 -2.710 0.2 0.7 2.1
C -11.994 20.775 -1.418 0.0 -1.5 -1.3
C -11.535 19.780 -0.544 0.1 -0.6 -1.5
H -11.712 17.029 -2.395 -0.1 -0.1 0.1
H -12.817 18.717 -3.961 0.5 -0.4 -0.4
H -12.982 21.026 -3.318 0.3 0.0 -0.4
H -11.986 21.820 -1.144 -0.2 0.0 0.1
H -11.145 20.054 0.425 -0.1 -0.2 0.2
N -20.047 13.377 -5.446 2.3 1.2 0.5
C -19.234 14.153 -6.275 -1.3 -1.9 2.1
C -18.147 14.862 -5.788 -0.1 0.1 -0.2
C -17.855 14.899 -4.427 -0.5 -1.3 0.0
C -18.592 14.041 -3.568 0.8 1.7 -1.6
C -19.633 13.323 -4.140 -0.7 0.8 -0.7
H -19.506 14.089 -7.318 0.1 0.3 -0.1
H -17.502 15.386 -6.478 -0.1 0.2 -0.1
H -17.019 15.515 -4.134 0.0 0.0 0.4
H -18.413 14.060 -2.503 0.0 -0.3 0.0
H -20.230 12.824 -3.391 -0.5 -0.7 -0.5
N -8.445 11.717 -3.074 0.9 -0.7 0.3
C -8.554 10.368 -3.235 1.3 1.4 -0.3
C -7.429 9.541 -3.380 0.2 0.2 0.3
C -6.142 10.092 -3.241 -0.9 0.1 0.1
C -6.047 11.447 -3.028 0.0 0.5 0.1
C -7.193 12.223 -2.955 -1.2 -0.8 -0.3
H -9.571 10.011 -3.307 0.0 -0.3 0.0
H -7.547 8.486 -3.576 -0.1 -0.1 0.1
H -5.204 9.557 -3.239 -0.2 -0.6 -0.3
H -5.080 11.920 -2.937 0.1 0.0 0.1
H -7.123 13.292 -2.814 -0.1 0.1 0.0
N -3.994 22.600 1.112 0.0 -1.4 -1.2
C -4.138 21.606 0.166 0.8 1.3 -0.1
C -4.928 20.504 0.276 -0.9 -0.7 0.7
C -5.723 20.413 1.387 -0.9 1.1 1.1
C -5.744 21.469 2.307 1.0 -1.8 -0.4
C -4.749 22.465 2.181 -2.2 -0.7 0.3
H -3.617 21.695 -0.776 0.5 0.5 0.1
H -5.112 19.657 -0.369 0.9 0.4 -0.9
H -6.378 19.557 1.455 -0.2 0.0 0.4
H -6.374 21.307 3.169 0.0 0.7 0.2
H -4.792 23.176 2.994 0.8 0.6 -0.2
N -11.662 15.961 -8.710 0.7 -0.7 0.6
C -11.977 15.085 -9.691 0.3 1.2 -0.3
C -11.095 14.677 -10.686 1.3 -0.8 0.9
C -9.748 15.016 -10.554 0.2 1.8 1.5
C -9.366 15.891 -9.489 -1.9 -0.9 0.1
C -10.369 16.293 -8.534 0.9 -1.0 -3.0
H -13.007 14.763 -9.738 -0.2 0.1 0.1
H -11.280 13.888 -11.400 -0.7 0.2 -0.2
H -8.996 14.636 -11.229 0.0 0.0 -0.1
H -8.345 16.211 -9.347 0.1 -0.1 0.0
H -9.982 16.894 -7.724 -0.8 0.2 0.3
N -17.690 17.120 2.370 3.3 -0.3 -0.1
C -16.690 18.063 2.398 -2.2 0.8 -0.3
C -17.042 19.394 2.577 -0.1 0.1 0.1
C -18.369 19.755 2.830 0.4 -0.3 -0.2
C -19.323 18.777 2.838 -0.6 -1.1 -0.1
C -18.924 17.436 2.592 -0.4 1.4 0.0
H -15.662 17.843 2.153 -0.1 -0.7 0.1
H -16.374 20.238 2.492 0.6 -0.3 0.1
H -18.584 20.806 2.959 -0.3 0.0 0.1
H -20.373 18.985 2.976 -0.1 0.1 0.1
H -19.584 16.586 2.500 -0.6 0.2 0.2
N -5.396 23.551 -4.523 -0.6 -0.7 -0.5
C -6.520 22.782 -4.370 1.5 -0.8 -1.6
C -6.663 21.514 -4.994 2.0 1.2 -0.2
C -5.573 21.042 -5.823 -1.9 0.8 1.5
C -4.459 21.851 -5.978 -0.1 0.9 0.2
C -4.413 23.109 -5.337 -1.5 -1.0 1.2
H -7.341 23.200 -3.807 0.1 0.1 0.3
H -7.558 20.942 -4.799 0.0 -0.2 -0.2
H -5.725 20.064 -6.255 0.5 0.0 -0.3
H -3.597 21.622 -6.588 -0.1 -0.5 -0.1
H -3.523 23.719 -5.371 0.0 0.1 -0.2
C -12.008 13.106 1.349 -0.4 -0.7 0.3
Cl -11.638 11.399 1.832 0.3 0.9 -0.2
Cl -12.149 14.132 2.788 0.3 -0.1 -0.3
Cl -13.539 13.072 0.498 -0.3 0.2 -0.3
H -11.271 13.492 0.645 0.1 -0.2 0.5
C -14.591 20.575 -9.461 0.4 0.5 -1.2
Cl -14.216 19.819 -11.068 0.1 0.3 0.9
Cl -15.933 21.759 -9.800 0.9 -0.8 0.8
Cl -13.124 21.384 -8.751 -1.2 -0.6 -0.5
H -14.866 19.734 -8.824 -0.3 0.6 0.1
C -13.152 24.504 4.801 -0.5 0.2 0.0
Cl -11.761 23.505 5.235 -0.2 0.4 -0.1
Cl -12.987 26.223 5.276 0.1 -0.7 0.1
Cl -14.660 23.792 5.498 0.7 0.4 -0.4
H -13.254 24.531 3.716 0.0 -0.3 0.3
C -7.555 27.454 0.864 0.3 -0.9 0.4
Cl -9.144 26.712 0.694 -0.1 -0.8 0.5
Cl -7.159 27.835 2.546 -0.3 0.3 0.0
Cl -7.610 28.769 -0.218 0.6 1.7 -0.6
H -6.726 26.806 0.581 -0.6 -0.2 -0.3
C -14.148 27.317 -4.726 0.8 0.2 -0.3
Cl -14.921 26.981 -6.261 -0.4 0.2 -0.2
Cl -13.416 28.959 -4.701 -0.6 -0.4 0.1
Cl -12.824 26.153 -4.539 -0.1 -0.1 0.4
H -14.887 27.203 -3.933 0.3 0.2 -0.1
```
Positions in Å, forces in eV/Å.

## Properties
- Calculated total energy: -247146.4609 eV
- Total charge: 0
- Kohn-Sham gap: 9.535 eV
- Energy relative to the best compared isomer or geometry (same formula, charge and spin): 94.3 kcal/mol
- Spin multiplicity: 1
- LUMO energy: -0.1 eV

Atom charges from the Löwdin analysis, given in e for atoms 1 to 6: number 1, N, carries 0.05; number 2, C, carries -0.14; number 3, C, carries -0.07; number 4, C, carries -0.12; number 5, C, carries -0.08; number 6, C, carries -0.14


4.
Molecular formula: C68H46N2O10S
Method: DFT, ωB97M-V with the def2-TZVPD basis set

```
127
Properties=species:S:1:pos:R:3:forces:R:3
C 0.071 -5.005 2.370 0.9 -0.7 0.0
C 0.385 -6.443 2.916 -0.4 1.4 0.0
C 1.917 -6.537 3.106 0.4 -0.4 0.4
C 2.367 -7.166 4.449 0.1 -1.2 -0.7
O 1.537 -6.831 5.566 0.3 0.6 -0.4
C 1.425 -5.502 5.790 -0.2 0.7 0.3
C 2.351 -4.539 5.500 -0.6 -0.1 0.2
C 2.040 -3.150 5.769 1.1 0.2 -0.1
C 3.088 -2.097 5.379 -1.5 -0.1 -0.8
C 2.402 -1.044 4.464 0.6 0.6 -0.6
O 3.023 -0.270 3.770 -0.1 -0.5 0.5
C 0.876 -2.721 6.323 -0.7 0.0 0.3
C -0.118 -3.693 6.678 0.5 -0.6 -0.2
N -1.324 -3.546 7.245 0.3 -0.9 -0.3
S -1.926 -5.054 7.368 0.0 0.0 0.0
N -0.740 -5.978 6.733 -0.7 1.9 0.5
C 0.187 -5.067 6.401 0.7 -1.2 -0.3
H 0.199 -4.272 3.187 -0.4 -0.2 -0.3
H 0.886 -4.772 1.661 -0.7 0.1 -0.1
H -0.908 -4.934 1.882 0.2 0.2 0.2
H -0.009 -7.205 2.228 0.3 0.2 0.2
H -0.184 -6.531 3.855 0.4 -0.3 -0.2
H 2.335 -7.157 2.295 0.0 0.2 0.4
H 2.422 -5.562 3.009 -0.5 -0.2 -0.1
H 3.438 -6.987 4.661 -0.4 0.2 0.0
H 2.286 -8.260 4.338 -0.2 0.4 0.4
H 3.296 -4.855 5.059 -0.2 0.5 0.1
H 3.859 -2.554 4.742 0.1 0.3 0.5
H 3.502 -1.576 6.254 0.1 -0.2 -0.3
H 1.286 -0.992 4.382 0.4 -0.4 0.5
H 0.669 -1.662 6.494 0.1 -0.4 0.0
C 0.422 -0.836 0.615 0.0 0.0 0.0
C -0.859 -0.978 1.139 0.1 0.0 -0.1
C -1.902 -1.388 0.324 0.0 0.1 0.2
C -1.670 -1.648 -1.022 0.1 0.0 -0.1
C -0.389 -1.483 -1.552 -0.1 0.0 0.0
C 0.657 -1.087 -0.727 0.1 0.1 0.1
C -0.135 -1.709 -3.000 0.3 0.0 -0.1
O 0.981 -1.568 -3.465 -0.1 -0.2 0.2
C -1.272 -2.099 -3.872 -0.1 0.0 0.0
C -1.065 -2.258 -5.238 0.0 0.0 -0.2
C -2.116 -2.633 -6.059 0.0 0.0 0.1
C -3.377 -2.862 -5.518 0.1 0.0 0.0
C -3.591 -2.701 -4.158 -0.1 0.0 -0.1
C -2.543 -2.310 -3.333 0.1 0.0 -0.1
C -2.791 -2.105 -1.883 -0.5 -0.2 0.2
O -3.895 -2.300 -1.410 0.1 0.0 0.0
H 1.239 -0.524 1.256 0.0 0.0 0.0
H -1.043 -0.770 2.185 0.0 0.0 0.0
H -2.897 -1.504 0.734 0.0 -0.1 -0.1
H 1.653 -0.971 -1.134 -0.1 0.0 -0.1
H -0.083 -2.084 -5.661 0.0 0.0 0.1
H -1.954 -2.750 -7.122 0.0 0.0 0.0
H -4.196 -3.161 -6.160 0.0 0.0 0.0
H -4.574 -2.874 -3.740 0.1 0.0 0.1
C 6.842 3.529 12.904 -0.1 0.0 0.0
C 5.546 3.446 13.404 0.0 0.0 -0.1
C 4.504 3.068 12.574 0.0 0.0 0.2
C 4.750 2.784 11.236 0.1 0.0 -0.1
C 6.047 2.890 10.729 -0.1 0.0 0.1
C 7.092 3.253 11.570 0.1 0.1 0.1
C 6.322 2.636 9.289 0.4 0.0 -0.1
O 7.450 2.725 8.848 0.0 0.0 0.0
C 5.184 2.280 8.398 -0.2 0.0 0.0
C 5.412 2.094 7.039 0.0 0.0 -0.2
C 4.364 1.749 6.202 0.0 0.0 0.0
C 3.084 1.580 6.722 0.1 0.0 0.1
C 2.850 1.768 8.074 -0.1 -0.1 -0.2
C 3.896 2.128 8.915 0.1 0.0 0.0
C 3.625 2.362 10.359 -0.4 0.0 0.2
O 2.508 2.217 10.811 0.0 0.0 0.0
H 7.657 3.816 13.557 0.0 0.0 0.0
H 5.351 3.674 14.444 0.0 0.0 0.0
H 3.498 2.999 12.965 0.0 -0.1 -0.1
H 8.100 3.323 11.182 -0.1 0.0 -0.1
H 6.407 2.223 6.635 0.0 0.0 0.1
H 4.540 1.609 5.143 0.0 0.0 0.0
H 2.267 1.303 6.066 0.0 0.1 0.0
H 1.853 1.640 8.475 0.1 0.1 0.1
C 1.636 4.148 -12.049 0.0 0.0 0.0
C 0.305 3.746 -11.993 0.1 0.0 0.0
C -0.171 3.073 -10.880 -0.1 0.1 -0.2
C 0.684 2.789 -9.822 0.1 0.0 0.0
C 2.025 3.172 -9.889 -0.1 0.0 0.0
C 2.494 3.862 -11.001 0.0 0.1 -0.2
C 2.967 2.834 -8.787 0.4 0.1 0.0
O 4.133 3.170 -8.844 0.0 0.0 0.0
C 2.453 2.068 -7.621 -0.1 -0.1 0.0
C 3.329 1.693 -6.609 0.1 -0.1 0.2
C 2.860 0.990 -5.511 -0.1 0.0 -0.1
C 1.510 0.666 -5.413 0.0 0.2 -0.1
C 0.633 1.033 -6.422 0.0 -0.1 0.1
C 1.102 1.726 -7.533 0.1 0.0 0.0
C 0.156 2.081 -8.624 -0.4 -0.1 0.0
O -1.021 1.796 -8.543 0.0 0.0 0.0
H 2.004 4.682 -12.916 0.0 0.0 0.0
H -0.362 3.960 -12.819 0.0 0.0 0.0
H -1.207 2.765 -10.835 0.0 0.0 0.1
H 3.530 4.171 -11.048 0.0 -0.1 0.1
H 4.379 1.946 -6.680 -0.1 0.1 -0.1
H 3.545 0.695 -4.726 0.0 0.0 0.0
H 1.145 0.123 -4.552 0.1 0.1 -0.2
H -0.416 0.776 -6.348 0.0 0.1 -0.1
C -4.695 0.946 -2.120 0.0 0.1 0.0
C -4.817 2.179 -1.487 0.0 0.0 -0.1
C -5.554 3.193 -2.078 0.1 0.0 0.2
C -6.163 2.981 -3.310 0.0 -0.1 -0.1
C -6.020 1.751 -3.955 0.0 0.1 0.1
C -5.293 0.733 -3.350 0.1 -0.1 0.1
C -6.622 1.521 -5.295 0.1 -0.4 -0.2
O -6.501 0.450 -5.854 0.0 0.0 0.0
C -7.369 2.634 -5.940 0.0 0.1 0.0
C -7.891 2.458 -7.216 -0.1 0.0 -0.2
C -8.600 3.482 -7.821 0.0 0.0 0.1
C -8.799 4.685 -7.151 0.0 -0.1 0.0
C -8.276 4.868 -5.881 -0.1 0.1 -0.1
C -7.553 3.848 -5.275 0.0 -0.1 -0.1
C -6.967 4.071 -3.925 0.0 0.4 0.2
O -7.137 5.122 -3.341 0.0 0.0 0.0
H -4.127 0.151 -1.655 -0.1 0.0 0.0
H -4.338 2.348 -0.531 0.0 0.0 0.0
H -5.654 4.150 -1.583 -0.1 0.0 -0.1
H -5.192 -0.225 -3.842 -0.1 0.1 -0.1
H -7.741 1.522 -7.737 0.1 0.0 0.1
H -9.002 3.344 -8.817 0.0 0.0 0.0
H -9.360 5.482 -7.623 0.0 0.0 0.0
H -8.428 5.806 -5.363 0.1 -0.1 0.1
```
Positions in Å, forces in eV/Å.

## Properties
- Calculated total energy: -105554.1999 eV
- Total charge: 0
- Kohn-Sham gap: 7.619 eV
- Spin multiplicity: 1
- LUMO energy: -1.3 eV

Atom charges from the Löwdin analysis, given in e for atoms 1 to 6: number 1, C, carries -0.10; number 2, C, carries -0.22; number 3, C, carries -0.18; number 4, C, carries -0.18; number 5, O, carries -0.03; number 6, C, carries -0.24